Here is a cluster of 24 separate species, C90H218N10O24 in total at a distorted geometry from the OMol25 dataset. Energies are from ωB97M-V/def2-TZVPD.

## Properties
* molecular weight: 1824.78 g/mol
* orbital gap: 8.104 eV
* energy above the lowest of the compared OMol25 structures with the same formula, charge and spin: 68.4 kcal/mol
* E: -160889.495 eV

Last column: Mulliken charge in e.
Positions of all 342 atoms, in Å:
O 4.022409 -3.002885 0.773958  0.6819
H 4.312239 -3.327945 1.626338  -0.1820
H 3.379759 -2.324585 0.981648  -0.4445
O 3.157079 1.666725 -5.516502  -0.6161
H 3.434449 2.558245 -5.305592  0.2094
H 2.450389 1.779315 -6.152232  0.1845
O 7.236769 2.005515 -2.958622  -0.5926
H 8.068609 1.532195 -2.973972  0.3005
H 7.486569 2.929465 -2.946502  0.2206
O 1.862069 -3.165285 -5.632172  -0.6816
H 1.466699 -3.802555 -5.037352  0.5047
H 1.222809 -2.454565 -5.681832  0.3424
O 3.748679 -1.032865 -5.865062  -0.4913
H 3.389829 -0.288555 -5.381902  0.1449
H 3.255679 -1.787795 -5.543692  0.3656
O 5.658219 0.706675 -4.635182  -0.4504
H 4.831719 1.181455 -4.723032  0.2276
H 6.207349 1.278115 -4.098382  0.4865
O 2.905979 -4.322535 -1.858352  -0.2783
H 3.160369 -3.737625 -1.144632  -0.0643
H 2.818259 -5.181445 -1.445042  0.2248
O 4.854249 -4.791115 -4.172492  -0.6968
H 5.417599 -5.172535 -3.499142  0.2572
H 4.158089 -4.352935 -3.683002  0.3421
O 7.051939 -1.226425 -1.981742  -0.6389
H 6.571169 -2.014175 -1.727702  0.4037
H 6.594039 -0.512345 -1.538282  0.2023
O 6.555919 3.027935 0.468198  -0.8010
H 6.740409 2.647155 1.326808  0.2352
H 6.495489 2.275305 -0.120132  0.3142
O 0.273459 -1.068675 -6.397182  -0.6141
H -0.527011 -1.197375 -6.906012  0.1696
H 0.734099 -0.361755 -6.849192  0.2104
O 5.863239 -3.457375 -1.328742  -0.6088
H 6.050879 -4.389425 -1.439642  0.2279
H 5.305029 -3.415665 -0.552282  0.1986
O 0.614859 -4.504815 -3.749532  -0.7330
H -0.186261 -4.897425 -3.402692  0.2209
H 1.097659 -4.219565 -2.973792  0.1810
O 6.032159 -2.236745 -4.786612  -0.6104
H 5.617459 -3.095785 -4.865952  0.3827
H 6.047869 -2.063845 -3.845292  0.2963
C 5.059679 1.168485 5.215528  -1.1660
C 5.950299 2.120005 4.419818  1.4961
C 7.168799 2.549775 5.349288  -1.5298
C 8.103019 1.402855 5.595188  -0.6191
C 8.616349 0.882475 4.257248  -1.4632
C 7.625099 0.495315 3.158548  1.6421
N 6.468949 1.482705 3.168358  0.2481
O 5.484989 1.103255 2.285148  1.5223
C 8.418379 0.552815 1.788038  -2.1771
C 7.114219 -0.980985 3.568938  -1.7681
C 5.132149 3.337825 4.030298  -1.8800
H 5.538769 0.420265 5.846988  0.2953
H 4.384639 0.617995 4.560248  -0.1315
H 4.387219 1.774425 5.822758  0.3159
H 7.675649 3.328345 4.779178  0.4251
H 6.710239 3.016595 6.221008  0.4772
H 7.591149 0.639665 6.181378  0.3241
H 8.970199 1.635025 6.213408  0.4061
H 9.242809 0.009555 4.440698  0.4140
H 9.362409 1.547165 3.821698  0.5482
H 9.268999 -0.128195 1.815818  0.4551
H 7.821689 0.316815 0.906918  0.3430
H 8.789099 1.542725 1.522088  0.4676
H 6.385039 -1.352335 2.848868  0.4517
H 8.057869 -1.503305 3.411448  0.6247
H 6.782789 -1.013025 4.606838  0.0596
H 4.900799 4.053525 4.819178  0.5462
H 4.170489 3.047865 3.606928  0.1276
H 5.596169 3.879685 3.206178  0.4177
H 5.206459 0.262775 2.656128  -0.2775
C 3.708229 -6.585245 4.356668  -2.0152
C 3.040059 -5.400925 3.709018  1.8705
C 1.545209 -5.412435 4.053738  -0.3163
C 1.337719 -4.802365 5.473028  -1.1624
C 2.154789 -3.518385 5.790218  -1.6436
C 3.588919 -3.479775 5.294208  2.1928
N 3.640319 -4.116355 3.964808  1.2015
O 4.925849 -3.945365 3.326988  -0.6143
C 4.035429 -2.022645 5.218138  -2.2757
C 4.486509 -4.288465 6.328178  -1.4961
C 3.137839 -5.651125 2.183558  -2.0385
H 3.497289 -6.609785 5.425778  0.4193
H 4.788509 -6.730215 4.347778  0.3486
H 3.306999 -7.583115 4.179548  0.4323
H 0.855879 -4.989975 3.322668  -0.8270
H 1.130009 -6.414555 4.160858  0.6376
H 1.566809 -5.664585 6.099278  0.5338
H 0.280159 -4.697975 5.715448  0.5169
H 2.131389 -3.703165 6.864188  0.4951
H 1.568389 -2.653425 5.480238  0.5055
H 3.658349 -1.444345 6.061628  0.5695
H 5.119599 -1.929285 5.281148  0.3786
H 3.766489 -1.491945 4.304828  -0.0490
H 5.245459 -4.969855 5.943728  0.2444
H 5.004409 -3.586495 6.981728  0.4575
H 3.936599 -4.902095 7.041728  0.3404
H 2.728639 -4.879065 1.531958  0.1947
H 2.644219 -6.560585 1.841038  0.4944
H 4.171559 -5.810335 1.876688  0.4001
H 5.420259 -4.420635 3.998768  0.3854
C 2.475299 9.599695 -1.736852  -1.7590
C 2.425799 8.628585 -2.913202  1.4301
C 3.778769 8.659415 -3.706682  -1.1387
C 4.808319 7.795315 -3.081592  -1.0454
C 4.238709 6.375565 -2.693292  -1.4351
C 2.968379 6.342145 -1.864932  3.0504
N 2.030259 7.260525 -2.484522  0.8602
O 0.802649 7.229475 -1.848622  -0.5372
C 2.450859 4.866625 -1.859322  -1.7109
C 3.310049 6.517385 -0.445122  -2.7117
C 1.341039 9.094915 -3.864212  -2.1186
H 3.345929 9.327235 -1.140312  0.4154
H 1.504299 9.609365 -1.241702  0.3118
H 2.667839 10.619645 -2.069612  0.4745
H 3.708749 8.645685 -4.794342  0.4110
H 4.073219 9.702615 -3.592042  0.4158
H 5.132129 8.271315 -2.156032  0.3833
H 5.744629 7.872565 -3.634272  0.4234
H 5.020639 5.725645 -2.300512  0.6174
H 3.975759 5.946965 -3.660382  0.4222
H 2.272469 4.411255 -0.885202  0.0380
H 1.472669 4.960095 -2.331032  -0.3656
H 3.186039 4.265405 -2.394242  0.3292
H 4.046489 5.828305 -0.031682  0.4554
H 3.837589 7.466545 -0.350792  0.4908
H 2.440419 6.563365 0.210418  0.6008
H 1.472999 10.127855 -4.186262  0.4216
H 0.337669 9.066565 -3.439302  0.3757
H 1.415129 8.427865 -4.723082  0.4697
H 0.271419 6.731815 -2.474512  0.2285
C -6.294721 2.040645 -1.681272  -1.4918
C -6.818011 1.253685 -0.484772  1.7382
C -6.480711 -0.312315 -0.719962  -1.4406
C -5.006521 -0.589815 -0.477752  1.1733
C -4.551011 -0.123725 0.867098  1.3607
C -4.870871 1.339635 1.155778  2.2439
N -6.304121 1.646505 0.783158  0.0362
O -6.579181 2.965515 1.012738  -0.4956
C -4.727901 1.659725 2.645538  -1.2931
C -3.820691 2.275485 0.400478  -1.2543
C -8.381151 1.281545 -0.418252  -1.8392
H -6.856451 1.685235 -2.545122  0.4682
H -5.288701 1.821855 -2.039262  -0.2133
H -6.420391 3.119025 -1.584352  0.4079
H -7.058451 -0.971615 -0.072162  0.1957
H -6.829801 -0.620285 -1.705562  0.2589
H -4.330691 -0.172135 -1.224002  -0.8560
H -4.900711 -1.644595 -0.731412  -0.3119
H -3.469661 -0.258705 0.890858  -0.7597
H -4.919451 -0.815545 1.624548  -0.5462
H -4.861051 2.703655 2.929408  0.5787
H -5.508571 1.164795 3.223208  0.5014
H -3.795881 1.420715 3.157688  -0.4163
H -4.237221 2.692825 -0.516272  0.0518
H -3.610181 3.210695 0.919288  0.4799
H -2.884731 1.812545 0.087808  -0.1337
H -8.797971 0.573765 0.298278  0.3797
H -8.787831 1.168195 -1.423172  0.3434
H -8.805021 2.253815 -0.166992  0.4916
H -7.376241 2.970865 1.547778  0.4059
C -0.225271 0.249165 1.948538  -0.3157
C 0.485439 -0.935725 1.211728  2.5298
C -0.508361 -1.586685 0.249618  0.5979
C -0.633871 -0.982275 -1.124412  1.2097
C 0.702329 -0.623995 -1.718972  -0.6704
C 1.771699 0.122525 -0.735912  2.0622
N 1.754169 -0.549665 0.552888  0.3084
O 2.806389 -0.220545 1.421858  1.0066
C 3.142099 -0.011015 -1.477062  -2.5418
C 1.574759 1.645185 -0.693442  -1.1107
C 0.914829 -2.028015 2.407018  -1.3921
H 0.486709 0.870415 2.491898  -0.0245
H -1.059631 -0.161965 2.516808  -0.6535
H -0.676081 0.884435 1.186098  -0.1101
H -0.131801 -2.597525 0.093078  -0.5237
H -1.473981 -1.760055 0.724608  -0.2268
H -1.216321 -0.141385 -0.747922  -1.2745
H -1.165611 -1.538645 -1.896292  0.3597
H 0.545399 0.068855 -2.545682  -0.7476
H 1.111009 -1.509895 -2.205052  0.1492
H 3.505619 -1.038615 -1.478872  0.2432
H 3.107879 0.298765 -2.521552  0.4664
H 3.845909 0.640435 -0.959022  0.2713
H 2.384569 2.248625 -0.283362  0.6180
H 1.429589 1.985505 -1.718732  -0.1191
H 0.651909 1.965785 -0.210032  0.5465
H 1.429099 -1.718885 3.316998  0.0070
H 1.545049 -2.792395 1.952448  0.1133
H -0.069121 -2.403985 2.687378  -0.3652
H 2.686259 0.720315 1.569998  -0.2002
C -2.495861 3.982445 5.142428  -1.9767
C -0.962981 4.116675 4.995558  2.0312
C -0.670101 5.254355 4.017848  -1.8108
C 0.852779 5.607735 3.960198  -0.1707
C 1.338469 5.970235 5.409508  -1.5300
C 1.078369 4.874345 6.451348  1.9270
N -0.310911 4.273915 6.263858  0.2747
O -0.581901 3.297605 7.169208  -0.4578
C 2.183909 3.795115 6.298988  -1.7793
C 1.160789 5.592285 7.802218  -2.1805
C -0.445801 2.780825 4.249978  -1.2120
H -3.043141 4.177675 4.220208  0.2927
H -2.806181 4.688525 5.912648  0.5809
H -2.757031 2.973645 5.462108  0.2516
H -1.166561 5.099555 3.059898  0.5144
H -1.161591 6.095995 4.505878  0.4440
H 0.930529 6.387705 3.202768  0.4892
H 1.387299 4.735755 3.583308  -0.0543
H 0.882809 6.902095 5.744328  0.4353
H 2.396709 6.210045 5.513088  0.4718
H 3.230189 4.099485 6.326148  0.4987
H 2.120139 3.066415 7.107088  0.5477
H 1.981489 3.267035 5.367178  0.2875
H 0.486709 6.435405 7.953438  0.4481
H 0.920579 4.878105 8.589838  0.3915
H 2.191609 5.899455 7.978718  0.3948
H 0.471679 2.880565 3.669998  -0.2810
H -1.243171 2.557725 3.541088  0.2859
H -0.466781 1.944035 4.948158  0.4992
H 0.066379 2.638885 6.909558  0.3949
C -6.968781 -3.363945 3.264628  -1.9224
C -5.644651 -3.582805 4.126118  1.7889
C -4.720671 -4.530795 3.367118  -1.3694
C -3.280701 -4.563215 3.776738  -0.8333
C -2.691011 -3.106015 3.970188  0.2062
C -3.560041 -2.137305 4.755248  1.4366
N -4.984751 -2.224855 4.255898  1.1014
O -5.787201 -1.232375 4.957268  -0.6310
C -3.376341 -2.488115 6.222978  -1.9114
C -2.886111 -0.745435 4.530438  -0.9548
C -5.988601 -4.331205 5.513938  -1.8124
H -7.718161 -2.897595 3.904198  0.4340
H -7.458171 -4.210005 2.782148  0.4117
H -6.819201 -2.637985 2.465428  0.2019
H -5.096291 -5.520875 3.625478  0.4220
H -4.823711 -4.509035 2.282218  -0.0086
H -2.672741 -5.226225 3.161198  0.0829
H -3.170641 -5.015965 4.762138  0.8367
H -2.607321 -2.748405 2.943928  -0.9030
H -1.706541 -3.183175 4.431688  0.3393
H -3.763361 -3.476565 6.470518  0.2664
H -2.354521 -2.518835 6.601198  0.3466
H -3.912271 -1.733815 6.799108  0.4198
H -1.857461 -0.723665 4.890318  0.5099
H -2.744511 -0.609965 3.458198  -1.2186
H -3.462461 0.101155 4.903538  0.9917
H -6.432871 -3.646675 6.236538  0.4038
H -5.133631 -4.747185 6.046938  0.3364
H -6.768181 -5.043815 5.244618  0.5337
H -5.942891 -0.701945 4.172408  0.3455
C -1.294371 2.897395 -2.539602  -0.4869
C -1.601631 2.656655 -4.103672  3.2128
C -3.068011 2.270995 -4.182732  -0.9980
C -4.081141 3.450745 -4.289492  -0.7535
C -3.581251 4.438875 -5.247082  -1.9892
C -2.169131 4.972465 -5.175532  1.6761
N -1.260061 3.806975 -4.961732  0.2799
O 0.046119 4.190715 -4.962302  -0.3019
C -1.950631 5.592655 -6.620312  -2.0000
C -2.006141 5.996125 -4.023912  -1.3871
C -0.856161 1.467045 -4.605082  -1.7585
H -1.897731 3.682355 -2.083632  0.4076
H -0.299311 3.281265 -2.314662  -0.6215
H -1.425761 2.050325 -1.866322  -0.2001
H -3.270041 1.864525 -5.173712  -0.0599
H -3.292691 1.522665 -3.422712  0.0195
H -4.235391 3.878045 -3.298672  0.3254
H -5.079051 3.099105 -4.551432  0.5673
H -4.259691 5.281345 -5.112732  0.6002
H -3.821911 4.059035 -6.240012  0.3455
H -0.933891 5.890415 -6.876612  0.3389
H -2.228211 4.909955 -7.423402  0.4357
H -2.748951 6.326795 -6.729002  0.4303
H -1.130161 6.644685 -4.035102  0.1644
H -2.769631 6.764115 -4.147952  0.5092
H -2.072561 5.709685 -2.974322  0.3831
H 0.151939 1.595735 -4.211032  0.3919
H -0.900401 1.395975 -5.691862  0.7030
H -1.187201 0.513985 -4.192532  -0.3136
H 0.286289 3.786785 -5.799412  0.3229
C -7.510721 -3.484005 -5.923282  -1.8543
C -6.451891 -2.341855 -6.033212  1.2980
C -6.522941 -1.627385 -4.631732  -1.4720
C -5.286411 -0.737255 -4.440692  0.0895
C -3.925681 -1.488335 -4.589412  0.9912
C -3.846161 -2.125355 -6.028362  1.8473
N -5.070011 -2.841825 -6.393392  1.4518
O -5.036261 -3.666595 -7.507392  -0.5674
C -3.447661 -1.039205 -7.096982  -1.2966
C -2.659431 -3.119435 -5.957812  -2.0931
C -6.892061 -1.239605 -7.015232  -1.8832
H -8.444451 -3.230045 -5.421532  0.3453
H -7.169171 -4.351555 -5.358652  0.3255
H -7.791521 -3.733945 -6.946402  0.4292
H -7.425351 -1.024495 -4.530372  0.6619
H -6.463201 -2.424255 -3.890432  0.2449
H -5.165601 -0.333595 -3.435422  -0.4070
H -5.232911 0.125375 -5.104852  0.3284
H -3.665951 -2.147525 -3.761092  -0.4680
H -3.184061 -0.690665 -4.632112  -0.6067
H -3.999001 -0.108505 -6.963102  0.1384
H -2.368771 -0.908785 -7.181162  -0.1780
H -3.817241 -1.426425 -8.046492  0.4826
H -2.976251 -3.944025 -5.319232  0.0009
H -2.493251 -3.551115 -6.944802  0.6311
H -1.793081 -2.750095 -5.409062  0.1786
H -6.800601 -1.662445 -8.015702  0.4590
H -6.136061 -0.459895 -7.108042  0.2791
H -7.881701 -0.825915 -6.821402  0.3941
H -4.997291 -4.535605 -7.101312  0.3045
C -0.409481 -5.736875 0.237468  -2.0474
C -1.856401 -5.934235 -0.498182  2.0329
C -2.524261 -4.554305 -0.489842  0.8367
C -3.713651 -4.413205 -1.483262  0.1821
C -3.374511 -4.903475 -2.870692  -0.0498
C -2.766661 -6.295505 -2.843292  1.0053
N -1.677161 -6.382275 -1.865252  1.5706
O -0.938351 -7.524135 -1.815232  -0.6207
C -3.894121 -7.307915 -2.514542  -2.2452
C -2.276181 -6.679905 -4.287922  -1.7495
C -2.769371 -6.881795 0.352588  -1.9804
H 0.198749 -6.598645 0.512258  0.8689
H -0.438901 -5.341765 1.252908  0.1254
H 0.229189 -5.045295 -0.312002  0.1219
H -2.843291 -4.243335 0.504958  -0.3575
H -1.846301 -3.740755 -0.747932  -0.8966
H -4.046671 -3.381165 -1.593262  -1.1318
H -4.648191 -4.874685 -1.164252  0.4245
H -2.589831 -4.266395 -3.278762  -0.4954
H -4.319161 -4.702055 -3.375822  0.8407
H -4.768621 -7.299115 -3.165132  0.4688
H -3.527801 -8.333495 -2.468622  0.3839
H -4.405391 -6.991955 -1.605222  0.3859
H -2.916931 -6.317035 -5.091572  0.3047
H -1.289001 -6.271215 -4.503702  0.2077
H -2.055051 -7.742565 -4.387622  0.3735
H -2.380471 -6.847545 1.370268  0.5454
H -2.741271 -7.892545 -0.054472  0.3393
H -3.766951 -6.442735 0.339658  0.1499
H -0.034781 -7.201685 -1.781032  0.3611

Cartesian forces (eV/Å) of the 6 atoms listed first:
0.1 -0.1 -0.6
0.3 -0.3 0.5
-0.3 0.7 -0.1
-0.4 0.3 0.2
0.1 0.4 0.1
-0.1 -0.1 -0.2